Formula: C2H3N3O2
Source: OMol25
Level of theory: ωB97M-V/def2-TZVPD

Element x y z (Å)
N 1.58 -0.64 -0.80
C 0.42 -0.29 -0.18
N 0.62 -0.43 1.29
O -0.40 -0.37 1.91
C -1.99 1.45 1.11
O -3.02 1.00 0.97
N -0.68 0.13 -0.64
H 1.70 -0.42 -1.78
H 2.41 -0.73 -0.23
H -0.67 0.31 -1.64

Calculated values
* HOMO-LUMO gap (alpha / beta): 8.67 / 8.67 eV
* LUMO energy (alpha / beta): -0.85 / -0.85 eV
* energy relative to the best compared isomer or geometry (same formula, charge and spin): 85.1 kcal/mol
* 2S+1: 1
* E_tot: -392.6579 hartree

In the Mulliken picture, each atom carries the following charge in e: -0.38, 0.49, 0.00, -0.22, 0.12, -0.19, -0.46, 0.21, 0.25, 0.18

Formula: C2H3N3O2
Source: OMol25
Level of theory: ωB97M-V/def2-TZVPD

Element x y z (Å)
N 1.43 0.48 -1.12
C 0.34 0.31 -0.33
N 0.64 0.95 1.00
O -0.23 0.81 1.80
C -2.40 -1.12 1.67
O -1.68 -1.97 1.87
N -0.77 -0.27 -0.53
H 1.36 0.37 -2.12
H 2.14 1.12 -0.78
H -0.83 -0.68 -1.46

Calculated values
* HOMO-LUMO gap: 8.76 eV
* LUMO energy: -0.82 eV
* energy relative to the best compared isomer or geometry (same formula, charge and spin): 82.0 kcal/mol
* 2S+1: 1
* E_tot: -392.6628 hartree

In the Mulliken picture, each atom carries the following charge in e: -0.38, 0.44, -0.02, -0.21, 0.11, -0.14, -0.46, 0.22, 0.26, 0.18

Formula: C2H3N3O2
Source: OMol25
Level of theory: ωB97M-V/def2-TZVPD

Element x y z (Å)
C 1.01 -0.92 -0.11
C 1.67 0.23 -0.03
N -0.29 -1.31 -0.11
N 2.37 1.21 -0.27
N -1.65 0.66 -0.13
O -1.37 -0.62 -0.02
O -2.99 0.77 -0.04
H 1.76 -1.84 -0.09
H 2.76 1.88 0.41
H -3.26 -0.05 0.40

Calculated values
* HOMO-LUMO gap (alpha / beta): 8.05 / 8.36 eV
* LUMO energy (alpha / beta): -0.39 / 0.49 eV
* energy relative to the best compared isomer or geometry (same formula, charge and spin): 207.8 kcal/mol
* 2S+1: 1
* E_tot: -392.4623 hartree

In the Mulliken picture, each atom carries the following charge in e: -0.24, 0.53, -0.36, -0.44, -0.05, -0.04, -0.26, 0.24, 0.29, 0.33

Formula: C2H3N3O2S
Source: OMol25
Level of theory: ωB97M-V/def2-TZVPD

Element x y z (Å)
C 1.11 -0.54 -0.23
C -0.69 0.73 -0.16
H 3.17 -0.25 1.17
H -3.09 0.03 0.56
H 1.23 1.63 -0.20
N 0.04 -1.41 -0.35
N -0.97 -0.56 -0.52
N 0.69 0.75 -0.35
O 2.45 -1.01 0.08
O -1.39 1.73 -0.01
S -2.56 -1.11 0.01

Calculated values
* HOMO-LUMO gap: 6.68 eV
* LUMO energy: -1.91 eV
* energy relative to the best compared isomer or geometry (same formula, charge and spin): 94.7 kcal/mol
* 2S+1: 1
* E_tot: -790.7869 hartree

In the Mulliken picture, each atom carries the following charge in e: 0.37, 0.38, 0.38, 0.18, 0.26, -0.54, 0.39, -0.10, -0.55, -0.62, -0.15

Repeat the fourth record exactly.
Formula: C2H3N3O2S
Source: OMol25
Level of theory: ωB97M-V/def2-TZVPD

Element x y z (Å)
C 1.11 -0.54 -0.23
C -0.69 0.73 -0.16
H 3.17 -0.25 1.17
H -3.09 0.03 0.56
H 1.23 1.63 -0.20
N 0.04 -1.41 -0.35
N -0.97 -0.56 -0.52
N 0.69 0.75 -0.35
O 2.45 -1.01 0.08
O -1.39 1.73 -0.01
S -2.56 -1.11 0.01

Calculated values
* HOMO-LUMO gap: 6.68 eV
* LUMO energy: -1.91 eV
* energy relative to the best compared isomer or geometry (same formula, charge and spin): 94.7 kcal/mol
* 2S+1: 1
* E_tot: -790.7869 hartree

In the Mulliken picture, each atom carries the following charge in e: 0.37, 0.38, 0.38, 0.18, 0.26, -0.54, 0.39, -0.10, -0.55, -0.62, -0.15